1.
Density functional theory data (wB97M-V/def2-TZVPD) for a 3-piece molecular cluster, C4H8N2O2S overall.

Each line ends with the Mulliken charge.
Cartesian coordinates (Å):
H  3.407  3.773  4.173  0.216
O  -1.530  -1.926  -4.894  -0.443
C  -0.776  -0.776  -2.823  -0.391
C  -0.283  -0.762  1.702  -0.001
H  -0.207  0.019  2.373  0.361
H  -1.488  -1.069  -5.236  0.293
N  2.647  3.953  4.825  -0.639
N  -0.714  -1.846  1.522  -0.331
C  -1.431  -1.877  -3.556  0.667
H  -0.722  -2.452  0.659  0.439
H  -0.964  -1.767  -1.134  0.201
O  -1.915  -2.756  -2.884  -0.583
H  2.987  4.631  5.494  0.215
H  -0.590  0.131  -3.491  0.167
H  2.369  3.087  5.254  0.209
C  -0.699  -0.798  -1.469  -0.062
S  -0.090  0.434  -0.515  -0.318

Output
- Frontier orbital gap (spin up / spin down): 7.582 / 7.581 eV



2.
Density functional theory data (wB97M-V/def2-TZVPD) for one molecule with the formula C4H8N2O2S.

Each line ends with the Mulliken charge.
Cartesian coordinates (Å):
H  0.170  1.380  1.197  0.317
H  -2.347  -1.844  -0.364  0.319
O  -0.476  -1.222  -3.051  -0.640
C  1.928  -1.173  -0.192  0.326
H  -1.540  -0.359  0.128  0.245
H  0.583  0.814  -1.882  0.305
H  2.213  0.742  -0.227  0.370
C  1.358  0.214  -0.054  0.418
S  -0.243  -1.158  -1.639  0.977
C  0.851  0.487  1.343  -1.383
H  -2.496  -0.321  -1.355  0.296
H  1.724  0.637  2.102  0.342
H  0.308  -0.240  1.883  0.365
N  0.801  -2.184  -1.052  -0.579
O  2.995  -1.610  0.025  -0.448
C  -1.769  -0.978  -0.731  -0.750
N  0.391  0.335  -1.057  -0.479

Output
- Structure (SMILES): C[C@@H]1N[S@@](C)(=O)=NC1=O
- Frontier orbital gap: 10.070 eV



Which of them is the least stable? Correct choice: 2.



1.
Density functional theory data (wB97M-V/def2-TZVPD) for one molecule with the formula C3H5NO3S.

Each line ends with the Mulliken charge.
Cartesian coordinates (Å):
C  1.585  -0.004  -0.075  -0.334
H  1.508  -0.369  0.957  0.251
C  -0.342  -0.850  -1.141  -0.413
N  -0.646  1.243  0.743  -0.265
H  -0.662  0.046  -1.595  0.548
H  -0.833  1.846  1.565  0.276
S  0.794  1.615  -0.135  -0.020
H  2.642  0.151  -0.355  0.335
O  -2.137  -0.095  1.774  -0.557
H  -0.611  -1.703  -1.724  0.255
O  1.049  -0.916  -1.013  -0.378
C  -1.325  0.040  0.904  0.685
O  -1.023  -1.006  0.095  -0.383

Output
- Structure (SMILES): O=C1NSCOCO1
- Frontier orbital gap: 9.919 eV



2.
Density functional theory data (wB97M-V/def2-TZVPD) for one molecule with the formula C3H5NO3S.

Each line ends with the Mulliken charge.
Cartesian coordinates (Å):
O  -1.976  -1.268  0.638  -0.525
O  0.417  -0.777  1.457  -0.561
C  -0.581  0.741  -0.036  0.730
H  1.599  -2.350  -1.100  0.222
O  0.329  -0.197  -0.659  -0.425
H  -1.383  2.755  -0.345  0.278
S  -1.933  0.177  0.602  0.233
H  1.341  -2.876  0.473  0.247
C  -0.376  2.126  -0.401  -1.040
H  0.209  2.535  0.435  0.298
N  1.369  -2.131  -0.112  -0.411
C  0.656  -1.088  0.327  0.663
H  0.332  2.353  -1.280  0.291

Output
- Frontier orbital gap: 9.190 eV



3.
Density functional theory data (wB97M-V/def2-TZVPD) for one molecule with the formula C3H5NO3S.

Each line ends with the Mulliken charge.
Cartesian coordinates (Å):
C  1.437  -0.725  -0.075  -0.080
O  -0.964  1.218  -0.513  -0.310
H  1.615  -0.688  1.052  0.357
N  -0.891  -0.980  0.165  -0.254
S  -3.252  -0.081  -0.236  -0.361
C  -1.639  0.140  -0.192  0.468
H  0.596  2.423  0.039  0.269
H  -1.460  -1.740  0.259  0.263
H  2.236  -1.131  -0.765  0.199
H  0.254  1.108  1.220  0.386
O  1.423  0.610  -0.485  -0.343
C  0.372  1.300  0.083  -0.332
O  0.272  -1.453  -0.553  -0.262

Output
- Structure (SMILES): S=C1NOCOCO1
- Frontier orbital gap: 9.320 eV



Which of them is the least stable? Correct choice: 3.



1.
Density functional theory data (wB97M-V/def2-TZVPD) for a 2-piece molecular cluster, C3H5N4 overall.

Each line ends with the Mulliken charge.
Cartesian coordinates (Å):
C  -3.460  -0.510  0.125  0.234
N  -4.491  -0.950  -0.284  -0.354
H  -0.966  1.389  1.170  0.244
H  2.462  -1.295  0.241  0.294
N  -0.110  -0.267  -1.103  -0.076
H  1.536  -0.149  1.243  0.299
C  1.491  -1.062  0.647  -0.412
C  -2.523  0.182  0.660  0.128
N  -1.386  0.658  0.571  -0.428
H  0.973  -1.875  1.135  0.306
N  0.709  -0.753  -0.482  0.434
H  -5.446  -0.861  0.230  0.330

Output
- Net charge: +1
- Frontier orbital gap: 6.935 eV



2.
Density functional theory data (wB97M-V/def2-TZVPD) for an isolated ion of composition C3H5N4 and charge +1.

Each line ends with the Mulliken charge.
Cartesian coordinates (Å):
N  1.861  -0.587  0.989  -0.720
C  -1.490  0.250  0.084  -0.559
H  -1.385  0.070  1.143  0.440
C  0.908  1.171  -0.133  0.001
C  0.065  -1.842  0.053  0.061
H  -0.452  -2.767  -0.283  0.404
H  -0.736  1.404  -1.349  0.285
N  -0.486  0.902  -0.530  -0.062
N  1.845  0.589  0.537  -0.098
H  -2.305  -0.005  -0.526  0.386
N  1.010  -1.368  0.550  0.535
H  1.167  2.183  -0.534  0.328

Output
- Net charge: +1
- Frontier orbital gap (spin up / spin down): 7.728 / 7.730 eV



Which of them is the least stable? Correct choice: 2.